Here is a cluster of 3 separate species, C14H34N2O4SSi in total in a non-equilibrium geometry from OMol25. Energies are from ωB97M-V with the def2-TZVPD basis set.

Structure (XYZ):
```
56
Properties=species:S:1:pos:R:3:forces:R:3
C 5.987 -1.120 -2.002 -0.553 -0.043 1.025
C 4.665 -1.415 -1.027 -0.304 -4.857 1.488
O 4.516 -2.629 -0.476 0.763 7.454 -2.971
N 3.663 -0.259 -0.853 -0.294 -1.919 0.284
C 3.215 -0.134 0.587 0.373 0.068 1.913
C 2.463 -0.510 -1.789 0.592 -0.903 -1.471
C 1.968 0.844 -2.584 -0.415 -0.510 -0.195
C 0.361 1.199 -2.339 1.098 0.536 0.011
C -0.032 1.176 -0.748 1.183 -0.285 0.000
Si -1.776 1.876 -0.325 0.060 -1.384 -0.562
S -2.080 1.451 1.815 0.736 -0.786 0.441
C -3.233 1.003 -1.248 -1.515 -0.760 0.159
C -3.482 -0.568 -0.736 -0.747 -0.338 -0.793
C -2.471 -1.647 -1.467 1.683 1.213 -4.878
N -1.978 -2.942 -0.790 0.405 3.504 -1.828
O -2.117 -1.351 -2.746 -1.973 -2.259 7.596
H 5.678 -1.197 -3.140 0.613 0.224 2.446
H 6.836 -1.911 -1.731 -2.116 1.698 -0.684
H 6.356 -0.038 -1.729 -0.763 -2.125 -0.775
H 3.060 -1.175 1.132 0.275 1.983 -1.265
H 2.222 0.476 0.741 2.030 -1.185 -0.826
H 4.051 0.456 1.196 -1.726 -1.302 -1.314
H 1.597 -1.090 -1.247 1.622 1.222 -0.923
H 2.885 -1.262 -2.613 -1.087 1.567 1.680
H 2.688 1.729 -2.299 -1.525 -1.737 -0.503
H 2.066 0.610 -3.743 -0.032 0.683 2.419
H 0.224 2.323 -2.719 0.095 -2.487 0.673
H -0.252 0.465 -3.015 0.885 1.466 1.595
H 0.754 1.858 -0.176 -1.561 -1.370 -1.130
H 0.056 0.097 -0.244 -0.153 2.209 -1.251
H -1.920 3.323 -0.624 0.232 -0.163 0.316
H -1.273 0.311 2.131 -0.899 1.542 -0.929
H -4.229 1.579 -0.929 2.127 -1.119 -0.625
H -3.187 1.072 -2.416 0.059 -0.344 2.228
H -4.578 -0.837 -1.124 2.437 0.250 0.814
H -3.520 -0.652 0.432 0.346 0.126 -2.279
H -1.217 -3.304 -1.431 -1.239 0.544 0.891
H -1.520 -2.663 0.105 -0.704 -0.371 -0.738
C -6.518 4.932 0.982 -0.256 -0.012 -0.005
C -5.284 4.085 1.218 -0.097 0.355 0.010
O -4.336 4.312 0.186 0.317 0.152 -0.170
H -6.968 4.693 0.013 0.055 -0.055 0.156
H -7.261 4.765 1.767 0.027 0.085 -0.072
H -6.260 5.995 0.960 -0.026 -0.066 0.124
H -5.543 3.022 1.217 0.199 0.110 -0.098
H -4.821 4.327 2.180 -0.141 -0.120 0.123
H -4.107 5.257 0.200 -0.088 -0.527 -0.038
C 2.946 -4.898 3.760 0.027 -0.250 -0.022
C 2.767 -3.630 2.951 0.133 -0.115 0.280
O 1.768 -2.814 3.544 -0.203 0.370 0.292
H 2.005 -5.455 3.816 0.120 0.073 -0.097
H 3.711 -5.541 3.313 -0.046 0.026 0.100
H 3.240 -4.664 4.788 0.099 -0.010 -0.094
H 2.453 -3.868 1.930 -0.036 0.192 0.155
H 3.701 -3.062 2.901 0.101 -0.142 -0.179
H 2.061 -2.601 4.447 -0.191 -0.106 -0.501
```
Positions in Å, forces in eV/Å.

* HOMO: -9.2 eV
* M: 354.59 g/mol
* energy: -44947.16769 eV
* gap between HOMO and LUMO: 9.651 eV
* LUMO: 0.408 eV
* SMILES: CC(=O)N(C)CCCC[Si@H](S)CCC(N)=O.CCO.CCO
* spin multiplicity: 1